No. 1
The following is a DFT calculation (ωB97M-V/def2-TZVPD) of a molecular structure, C49H39Cl3N2OP2PbSSi.

Values from the calculation:
Electronic energy = -136570.113 eV
Gap between HOMO and LUMO = 0.2699 Ha
Max |F| = 0.582 eV/Å
Lowest unoccupied orbital energy = -5.19 eV
Net charge = +2

Geometry (Å):
Pb -0.67 -0.73 -0.71
C -1.69 4.34 -1.75
Si -1.06 3.00 -0.67
C 0.84 3.03 -0.72
C 1.19 4.35 -0.38
C 2.50 4.81 -0.41
C 3.52 3.95 -0.80
C 3.21 2.63 -1.09
C 1.90 2.16 -1.04
P 1.75 0.37 -1.36
C 1.87 0.09 -3.14
C 2.20 1.09 -4.05
C 2.28 0.80 -5.40
C 2.04 -0.49 -5.86
C 1.70 -1.49 -4.96
C 1.61 -1.21 -3.61
C 3.25 -0.42 -0.70
C 4.17 -1.05 -1.54
C 5.33 -1.61 -1.00
C 5.56 -1.55 0.37
C 4.64 -0.95 1.20
C 3.48 -0.39 0.67
C -1.62 3.17 1.10
C -2.06 4.44 1.49
C -2.60 4.67 2.74
C -2.72 3.63 3.65
C -2.26 2.37 3.30
C -1.72 2.13 2.03
P -0.96 0.48 1.82
C 0.38 0.63 3.05
C 1.32 1.64 2.82
C 2.27 1.94 3.78
C 2.30 1.23 4.98
C 1.35 0.25 5.22
C 0.38 -0.05 4.27
C -2.11 -0.79 2.40
C -3.49 -0.58 2.44
C -4.34 -1.63 2.79
C -3.82 -2.88 3.09
C -2.44 -3.10 3.04
C -1.59 -2.06 2.69
H -1.35 5.33 -1.43
H -1.33 4.19 -2.78
H -2.79 4.36 -1.77
H 0.41 5.05 -0.08
H 2.72 5.84 -0.15
H 4.54 4.30 -0.85
H 4.02 1.95 -1.34
H 2.39 2.10 -3.70
H 2.54 1.59 -6.10
H 2.10 -0.71 -6.92
H 1.51 -2.50 -5.31
H 1.36 -2.00 -2.90
H 4.01 -1.09 -2.61
H 6.04 -2.09 -1.66
H 6.47 -1.98 0.78
H 4.81 -0.91 2.27
H 2.77 0.06 1.34
H -2.01 5.27 0.78
H -2.95 5.66 3.01
H -3.14 3.79 4.63
H -2.31 1.56 4.02
H 1.27 2.22 1.91
H 2.99 2.73 3.60
H 3.04 1.46 5.73
H 1.35 -0.29 6.17
H -0.36 -0.80 4.48
H -3.90 0.39 2.22
H -5.41 -1.47 2.82
H -4.48 -3.69 3.36
H -2.04 -4.07 3.28
H -0.52 -2.23 2.65
Cl -6.20 0.95 -5.14
C -4.92 1.15 -4.00
C -3.61 0.95 -4.40
C -2.60 1.11 -3.48
Cl -0.96 0.90 -3.98
C -2.85 1.47 -2.15
O -1.77 1.57 -1.27
C -4.18 1.67 -1.79
Cl -4.61 2.15 -0.19
C -5.21 1.51 -2.70
H -3.38 0.70 -5.43
H -6.23 1.68 -2.39
N 0.75 -8.12 -0.08
C -0.29 -7.45 0.42
S -1.50 -8.15 1.30
C -0.25 -5.97 0.20
C -1.42 -5.25 -0.05
C -1.36 -3.88 -0.18
N -0.21 -3.20 -0.06
C 0.91 -3.88 0.17
C 0.94 -5.26 0.29
H 0.80 -9.12 0.07
H 1.44 -7.70 -0.68
H -2.37 -5.77 -0.12
H -2.26 -3.30 -0.35
H 1.82 -3.30 0.27
H 1.87 -5.76 0.50


No. 2
The following is a DFT calculation (ωB97M-V/def2-TZVPD) of a molecular structure, C49H39CrN5O4PS.

Values from the calculation:
Electronic energy = -115633.563 eV
Gap between HOMO and LUMO (spin up / spin down) = 0.2677 / 0.2641 Ha
Max |F| = 0.508 eV/Å
2S+1 = 2
ΔE to the lowest compared entry with this formula, charge and spin = 3.0 kJ/mol
Lowest unoccupied orbital energy (spin up / spin down) = -0.06 / -0.10 eV
Expectation value of S² = 0.79

Geometry (Å):
Cr 0.22 0.15 -0.03
C -1.89 2.96 2.83
C -0.77 2.30 2.10
N -0.91 1.18 1.48
N -2.18 0.63 1.60
C -2.29 -0.47 0.90
O -1.35 -1.01 0.22
C -3.61 -1.17 0.91
C -3.72 -2.40 0.27
C -4.93 -3.07 0.26
C -6.04 -2.51 0.88
C -5.94 -1.28 1.50
C -4.72 -0.61 1.52
C 0.53 3.01 2.05
C 0.57 4.40 2.09
C 1.79 5.04 2.06
C 2.95 4.27 2.01
C 2.82 2.89 1.97
N 1.64 2.27 1.99
H -2.54 2.22 3.28
H -2.50 3.53 2.12
H -1.51 3.64 3.59
H -2.85 -2.82 -0.22
H -5.02 -4.03 -0.24
H -6.99 -3.03 0.87
H -6.80 -0.83 1.97
H -4.63 0.36 1.99
H -0.35 4.97 2.10
H 1.84 6.12 2.07
H 3.93 4.73 1.99
H 3.70 2.26 1.93
C 1.07 4.74 -6.75
C 0.48 4.20 -5.47
C 1.13 3.22 -4.73
C 0.60 2.74 -3.55
C -0.62 3.23 -3.10
C -1.29 4.21 -3.82
C -0.74 4.69 -5.00
S -1.31 2.67 -1.56
O -2.73 2.89 -1.66
O -0.61 3.36 -0.51
N -0.91 1.12 -1.49
C -1.32 0.28 -2.52
C -2.32 0.50 -3.44
C -2.58 -0.42 -4.47
C -1.85 -1.57 -4.61
C -0.82 -1.84 -3.68
C -0.02 -3.00 -3.73
C 0.97 -3.19 -2.81
C 1.16 -2.21 -1.82
N 0.42 -1.14 -1.72
C -0.56 -0.92 -2.64
H 1.91 4.13 -7.08
H 1.44 5.76 -6.61
H 0.33 4.77 -7.55
H 2.08 2.83 -5.09
H 1.12 1.99 -2.97
H -2.25 4.56 -3.47
H -1.27 5.44 -5.57
H -2.94 1.39 -3.36
H -3.38 -0.20 -5.17
H -2.05 -2.28 -5.40
H -0.21 -3.73 -4.51
H 1.61 -4.07 -2.82
H 1.94 -2.34 -1.08
O 1.98 1.25 -0.84
C 2.10 0.26 -0.12
C 3.29 -0.37 0.46
C 4.62 -0.11 0.11
C 5.61 -0.78 0.80
C 5.29 -1.67 1.83
C 3.97 -1.91 2.17
C 2.95 -1.27 1.47
P 1.14 -1.37 1.70
C 0.75 -3.13 1.40
C 1.67 -4.07 0.94
C 1.27 -5.39 0.70
C -0.04 -5.77 0.92
C -0.96 -4.83 1.39
C -0.57 -3.53 1.62
C 0.99 -1.31 3.52
C 0.73 -0.09 4.14
C 0.64 -0.01 5.52
C 0.80 -1.14 6.30
C 1.06 -2.36 5.69
C 1.15 -2.45 4.31
H 4.84 0.60 -0.68
H 6.65 -0.61 0.55
H 6.08 -2.17 2.37
H 3.73 -2.58 2.99
H 2.70 -3.79 0.77
H 2.00 -6.11 0.35
H -0.35 -6.79 0.73
H -1.99 -5.12 1.56
H -1.30 -2.81 1.98
H 0.62 0.79 3.53
H 0.44 0.95 5.99
H 0.72 -1.08 7.38
H 1.18 -3.26 6.30
H 1.33 -3.41 3.85


No. 3
The following is a DFT calculation (ωB97M-V/def2-TZVPD) of a molecular structure, C49H39F3GaNO4P2S2SbSe4.

Values from the calculation:
Electronic energy = -429827.975 eV
Gap between HOMO and LUMO = 0.2163 Ha
Max |F| = 3.184 eV/Å
ΔE to the lowest compared entry with this formula, charge and spin = 17.9 kJ/mol
Lowest unoccupied orbital energy = 1.30 eV
Net charge = -1

Geometry (Å):
Ga -2.97 0.27 -1.28
O -1.40 -1.73 2.34
S -0.35 -1.42 1.33
C 0.84 -2.86 1.32
C 0.57 -3.76 2.30
C 1.48 -4.76 2.68
C 2.73 -4.73 2.03
C 4.02 -5.50 2.29
C 4.99 -5.01 1.16
C 4.28 -3.86 0.46
C 4.66 -2.93 -0.44
C 3.68 -2.12 -1.05
C 2.39 -2.13 -0.66
P 1.08 -1.35 -1.69
C 2.13 -0.35 -2.84
C 2.00 1.03 -2.76
C 2.80 1.90 -3.52
C 3.55 1.36 -4.56
C 3.63 -0.01 -4.67
C 2.93 -0.87 -3.84
C 0.65 -2.73 -2.77
C 0.39 -4.03 -2.23
C -0.17 -5.02 -3.04
C -0.73 -4.70 -4.30
C -0.44 -3.46 -4.80
C 0.24 -2.52 -4.05
C 1.99 -2.91 0.50
C 2.99 -3.81 0.94
C 0.84 -0.37 2.34
C 1.75 -1.06 3.14
C 2.43 -0.46 4.24
C 2.20 0.86 4.57
C 2.69 1.78 5.70
C 2.12 3.17 5.32
C 1.19 2.88 4.16
C 0.45 3.75 3.41
C -0.31 3.27 2.35
C -0.32 1.95 1.98
P -1.79 1.66 0.81
C -1.43 3.04 -0.44
C -0.16 3.27 -0.85
C 0.14 4.03 -1.95
C -0.84 4.79 -2.53
C -2.18 4.59 -2.10
C -2.45 3.73 -1.08
C -3.01 2.38 1.93
C -3.46 3.70 1.76
C -4.39 4.26 2.59
C -4.81 3.60 3.74
C -4.33 2.33 3.96
C -3.49 1.72 3.08
C 0.55 1.01 2.67
C 1.25 1.53 3.78
H -0.25 -3.48 2.95
H 1.24 -5.44 3.47
H 3.94 -6.59 2.23
H 4.39 -5.19 3.30
H 5.14 -5.86 0.45
H 5.95 -4.75 1.52
H 5.73 -2.91 -0.70
H 3.92 -1.50 -1.88
H 1.29 1.43 -2.06
H 2.70 2.97 -3.49
H 4.04 2.02 -5.24
H 4.23 -0.47 -5.41
H 3.28 -1.86 -3.80
H 0.59 -4.25 -1.15
H -0.17 -6.01 -2.67
H -1.06 -5.51 -4.90
H -0.84 -3.24 -5.76
H 0.37 -1.53 -4.54
H 2.07 -2.03 2.89
H 3.28 -1.00 4.72
H 3.79 1.68 5.73
H 2.34 1.39 6.67
H 2.86 3.93 5.11
H 1.51 3.53 6.16
H 0.46 4.83 3.67
H -0.92 3.91 1.79
H 0.66 2.83 -0.29
H 1.18 4.05 -2.22
H -0.55 5.53 -3.36
H -2.96 5.15 -2.55
H -3.50 3.70 -0.90
H -3.16 4.25 0.88
H -4.67 5.29 2.49
H -5.52 4.03 4.42
H -4.68 1.80 4.84
H -3.18 0.71 3.28
Se 1.69 1.12 -7.86
Sb 0.26 2.47 -6.53
Se -2.24 0.30 -3.26
Se -1.98 2.43 -7.23
Se 1.23 4.50 -5.75
N -3.37 -1.64 -0.04
H -3.27 -2.49 -0.59
H -4.30 -1.63 0.37
H -2.75 -1.75 0.78
F -5.55 -0.90 -2.17
C -6.46 -0.11 -1.59
F -6.79 0.89 -2.40
F -7.48 -0.87 -1.33
S -5.91 0.62 -0.03
O -6.78 1.74 0.07
O -5.88 -0.53 0.86
O -4.53 1.07 -0.36


No. 4
The following is a DFT calculation (ωB97M-V/def2-TZVPD) of a molecular structure, C49H42AuBr2NO2P2S.

Values from the calculation:
Electronic energy = -230255.596 eV
Gap between HOMO and LUMO (spin up / spin down) = 0.2708 / 0.2115 Ha
Max |F| = 2.723 eV/Å
2S+1 = 3
ΔE to the lowest compared entry with this formula, charge and spin = 149.0 kJ/mol
Lowest unoccupied orbital energy (spin up / spin down) = -5.35 / -7.43 eV
Expectation value of S² = 2.04
Net charge = +2

Geometry (Å):
Au 0.86 -0.19 0.57
C -0.22 0.92 3.37
C -1.15 -0.29 3.18
P -0.28 -1.54 2.14
C 0.80 -2.39 3.30
C 2.03 -3.01 2.95
C 2.74 -3.73 3.94
C 2.33 -3.73 5.28
C 1.18 -3.05 5.64
C 0.45 -2.34 4.68
C -1.37 -2.80 1.55
C -0.80 -4.04 1.21
C -1.57 -5.03 0.68
C -2.93 -4.86 0.52
C -3.52 -3.63 0.83
C -2.75 -2.61 1.38
P -0.13 1.69 1.72
C 1.01 3.10 1.87
C 1.77 3.25 3.04
C 2.79 4.15 3.07
C 3.06 4.89 1.90
C 2.30 4.77 0.74
C 1.25 3.84 0.68
C -1.73 2.24 1.15
C -2.67 2.96 1.93
C -3.81 3.46 1.31
C -4.04 3.31 -0.03
C -3.09 2.62 -0.84
C -1.97 2.09 -0.23
H 0.77 0.57 3.66
H -0.57 1.56 4.12
H -2.06 -0.12 2.68
H -1.39 -0.82 4.10
H 2.36 -2.97 1.93
H 3.53 -4.36 3.67
H 2.95 -4.29 5.99
H 0.85 -3.10 6.65
H -0.39 -1.77 5.06
H 0.26 -4.21 1.40
H -1.08 -5.95 0.47
H -3.57 -5.66 0.15
H -4.59 -3.57 0.74
H -3.24 -1.70 1.64
H 1.56 2.67 3.92
H 3.41 4.25 3.96
H 3.93 5.54 1.88
H 2.59 5.32 -0.14
H 0.56 3.67 -0.20
H -2.47 3.15 2.96
H -4.56 3.90 1.97
H -4.91 3.63 -0.54
H -3.28 2.42 -1.89
H -1.29 1.46 -0.81
Br 4.97 1.04 3.98
C 4.79 1.31 2.15
C 5.75 2.07 1.60
C 5.65 2.49 0.29
Br 6.94 3.67 -0.42
C 4.56 2.02 -0.49
C 4.39 2.32 -1.89
C 3.30 1.87 -2.57
C 2.39 1.05 -1.88
N 2.55 0.74 -0.62
C 3.61 1.12 0.07
C 3.62 0.71 1.49
O 2.82 0.00 2.09
H 6.60 2.40 2.19
H 5.13 2.97 -2.40
H 3.13 2.10 -3.62
H 1.52 0.64 -2.37
O -0.37 -0.69 -1.68
S -0.42 -1.86 -2.61
C -1.10 -1.30 -4.23
C -0.14 -0.38 -4.95
C 0.69 -0.85 -5.96
C 1.52 -0.06 -6.71
C 1.65 1.25 -6.37
C 0.91 1.78 -5.28
C -0.02 1.00 -4.58
C -1.84 -2.87 -2.16
C -3.17 -2.18 -2.17
C -4.25 -2.84 -2.81
C -5.54 -2.41 -2.63
C -5.77 -1.27 -1.83
C -4.73 -0.58 -1.28
C -3.39 -1.00 -1.50
H -1.92 -0.65 -3.97
H -1.41 -2.18 -4.77
H 0.63 -1.88 -6.28
H 2.14 -0.48 -7.46
H 2.44 1.85 -6.89
H 1.09 2.82 -4.97
H -0.59 1.44 -3.78
H -1.59 -3.27 -1.15
H -1.81 -3.68 -2.88
H -4.06 -3.67 -3.45
H -6.39 -2.97 -3.00
H -6.79 -1.07 -1.53
H -4.81 0.28 -0.61
H -2.55 -0.50 -1.06


No. 5
The following is a DFT calculation (ωB97M-V/def2-TZVPD) of 2 unconnected molecules or ions with the total composition C49H42O3P.

Values from the calculation:
Electronic energy = -66917.862 eV
Gap between HOMO and LUMO = 0.1750 Ha
Max |F| = 1.600 eV/Å
ΔE to the lowest compared entry with this formula, charge and spin = 23.5 kJ/mol
Lowest unoccupied orbital energy = -4.68 eV
Net charge = +1

Geometry (Å):
C -0.32 -3.46 3.69
C -0.82 -3.34 2.39
C -1.10 -2.08 1.84
C -0.89 -0.92 2.62
P -1.35 0.73 2.01
C -2.49 1.52 3.20
C -3.15 2.73 2.87
C -3.99 3.35 3.79
C -4.19 2.79 5.06
C -3.58 1.57 5.37
C -2.76 0.94 4.44
C 0.19 1.70 2.13
C 0.18 3.05 2.52
C 1.38 3.75 2.66
C 2.59 3.13 2.38
C 2.61 1.81 1.93
C 1.42 1.09 1.80
C -1.96 0.54 0.39
C -3.31 0.90 0.01
O -3.57 1.54 -1.03
C -4.45 0.51 0.94
C -4.42 -0.58 1.82
C -5.39 -0.74 2.81
C -6.49 0.13 2.84
C -6.61 1.14 1.87
C -5.62 1.29 0.89
C -0.30 -1.04 3.88
C -0.05 -2.30 4.43
H -0.13 -4.44 4.12
H -1.01 -4.24 1.80
H -1.47 -1.99 0.82
H -3.00 3.19 1.89
H -4.49 4.28 3.52
H -4.81 3.30 5.79
H -3.74 1.11 6.35
H -2.34 -0.04 4.69
H -0.77 3.54 2.73
H 1.36 4.79 3.02
H 3.53 3.67 2.52
H 3.56 1.32 1.71
H 1.44 0.05 1.47
H -1.24 0.50 -0.42
H -3.59 -1.30 1.72
H -5.28 -1.53 3.56
H -7.26 0.00 3.60
H -7.46 1.81 1.86
H -5.71 2.02 0.09
H -0.05 -0.14 4.45
H 0.35 -2.37 5.45
C 6.28 4.45 -1.08
O 5.29 4.37 -2.13
C 4.68 3.18 -2.35
C 3.50 3.20 -3.13
C 2.72 2.07 -3.25
C 3.13 0.84 -2.69
C 2.30 -0.36 -2.78
C 0.88 -0.21 -2.85
C -0.04 -1.21 -3.09
C -1.45 -1.08 -3.37
C -2.13 -2.21 -3.92
C -3.45 -2.13 -4.31
C -4.17 -0.93 -4.15
C -3.52 0.18 -3.60
C -2.18 0.12 -3.20
C 2.96 -1.66 -2.83
C 4.24 -1.78 -3.45
C 4.90 -2.99 -3.56
C 4.27 -4.17 -3.09
O 5.02 -5.30 -3.19
C 4.57 -6.50 -2.52
C 2.99 -4.10 -2.51
C 2.40 -2.85 -2.31
C 4.39 0.80 -2.02
C 5.15 1.94 -1.83
H 6.65 5.48 -1.16
H 5.84 4.27 -0.09
H 7.10 3.73 -1.25
H 3.21 4.15 -3.58
H 1.79 2.13 -3.81
H 0.50 0.81 -2.75
H 0.32 -2.23 -3.19
H -1.56 -3.13 -4.06
H -3.95 -2.99 -4.76
H -5.22 -0.85 -4.45
H -4.07 1.11 -3.46
H -1.69 0.98 -2.75
H 4.75 -0.90 -3.82
H 5.90 -3.07 -3.97
H 5.33 -7.23 -2.77
H 4.51 -6.35 -1.43
H 3.58 -6.80 -2.91
H 2.46 -5.00 -2.18
H 1.49 -2.79 -1.72
H 4.76 -0.14 -1.63
H 6.10 1.87 -1.29


Question: Which value of electronic energy does entry 2 give?
Answer: -115633.563 eV


Question: Which of these has the lowest electronic energy?
Answer: C49H39F3GaNO4P2S2SbSe4


Question: Among the records above, which one has the lowest electronic energy?
Answer: C49H39F3GaNO4P2S2SbSe4